No. 1
91
Properties=species:S:1:pos:R:3:forces:R:3 method="wB97M-V/def2-TZVPD" largest_force_ev_per_a=3.040 charge=+1 homo_ev=-10.81 homo_lumo_gap_ev=7.7 e_above_lowest_kcal_mol=1.4
Pb -0.6661 0.6395 0.8322 -0.370 0.042 0.587
C -1.0529 -0.8124 6.8228 0.741 -1.552 -0.595
C -0.0408 -1.5485 6.1779 0.431 0.076 0.254
C 0.4748 -1.0802 4.9722 -1.651 1.295 0.254
C -0.0756 0.0979 4.4203 0.597 0.044 0.094
C -1.1094 0.8158 5.0230 -0.218 -0.580 -0.076
C -1.6390 0.2627 6.2000 0.024 0.567 0.578
N 0.4687 0.5983 3.1652 -0.401 0.294 1.038
N 1.6980 0.6102 3.0775 0.213 0.064 0.007
C 2.1879 1.1507 1.8463 0.104 -0.226 -1.025
C 3.5552 1.4479 1.7891 -1.067 -0.899 0.868
C 4.0855 1.9757 0.6526 -0.014 1.454 -1.035
C 3.2626 2.2450 -0.4494 1.376 -0.052 0.291
C 1.9391 1.8999 -0.4173 -1.140 0.514 -1.916
C 1.4024 1.3423 0.6906 -0.692 -0.645 2.206
H -1.4097 -1.1991 7.7780 -0.124 0.284 -0.294
H 0.3377 -2.4590 6.6719 -0.084 0.559 -0.470
H 1.2066 -1.5073 4.3462 0.941 -0.970 -0.115
H -1.4874 1.7445 4.5673 0.082 -0.634 0.251
H -2.4874 0.6140 6.7741 -0.062 0.843 -0.537
H 4.1528 1.1889 2.6441 0.205 0.191 0.299
H 5.0868 2.3864 0.6570 0.202 -0.479 -0.121
H 3.7037 2.6800 -1.3348 -0.069 0.108 -0.050
H 1.2695 2.0893 -1.2821 0.675 -0.126 0.510
N -2.4207 4.9279 1.4198 -0.455 0.805 -1.006
C -1.4244 5.0093 2.3273 0.782 1.208 1.191
C -0.8585 3.7794 2.4093 -0.083 0.134 -0.019
N -1.5319 2.9724 1.5388 0.927 -1.899 -0.447
C -2.4199 3.6807 0.9133 -1.479 -0.038 -0.503
C -3.4458 3.1968 -0.0288 -0.716 -0.543 -0.424
N -4.0283 2.0016 0.0482 -0.191 1.256 -0.360
C -5.0100 2.0144 -0.9266 1.471 1.380 -0.404
C -4.9635 3.1809 -1.6591 -0.212 -0.235 0.780
N -4.0204 3.9454 -1.0396 1.037 0.594 0.106
H -2.9444 5.7139 1.0480 0.046 -0.318 0.339
H -1.2288 5.9460 2.8440 0.074 -0.401 -0.151
H -0.0095 3.4178 2.9715 -0.196 0.135 0.068
H -5.6495 1.2212 -1.1239 -0.831 -1.409 -0.036
H -5.5141 3.5868 -2.5007 0.009 -0.343 0.253
H -3.7365 4.8539 -1.4153 0.052 -0.643 0.489
C 3.9583 -0.7358 -2.0824 -0.962 -1.371 -0.176
C 3.7265 -2.2568 -2.4000 -0.048 1.779 -0.118
C 5.0438 -3.0240 -2.2335 -0.530 -0.117 -0.480
C 3.2557 -2.3704 -3.8521 0.923 0.536 -1.084
C 2.5973 -2.7935 -1.5416 0.484 0.357 0.346
C 2.2268 -4.1512 -1.5687 0.481 -0.476 -0.007
C 1.3389 -4.6953 -0.6710 -0.236 -0.148 0.822
C 0.7372 -3.8329 0.2872 0.438 0.570 -0.722
S -0.5204 -4.0875 1.4327 -0.293 -0.944 0.242
C -0.6434 -2.4043 1.7351 0.316 -0.458 -1.161
N 0.1983 -1.6805 1.0723 1.094 -0.335 -0.166
C 1.0182 -2.4630 0.2584 0.402 0.435 -1.085
C 1.9688 -1.9432 -0.6843 -1.412 -0.274 1.954
C -1.8069 -1.8184 2.3254 -1.528 1.957 0.806
C -2.6670 -2.5187 3.1718 0.448 -0.027 0.060
C -3.7770 -1.9020 3.7185 -1.162 0.721 -0.321
C -4.1056 -0.5635 3.4160 0.673 -0.889 0.207
C -3.2430 0.1504 2.6060 0.462 0.781 -0.132
C -2.1348 -0.4563 2.0488 0.352 -0.857 -0.209
H 4.6539 -0.3333 -2.7673 0.960 0.336 -0.849
H 4.3034 -0.5084 -1.0765 -0.152 -0.150 0.129
H 3.0028 -0.2744 -2.3093 -0.033 0.567 0.261
H 5.9160 -2.4134 -2.4321 0.039 0.342 -0.045
H 5.0622 -3.8113 -2.9757 0.144 -0.527 0.053
H 5.1337 -3.4363 -1.2494 0.136 -0.316 0.593
H 4.1307 -2.2579 -4.5313 -0.431 -0.455 0.338
H 2.5549 -1.6238 -4.2678 -0.043 -0.127 0.875
H 2.8040 -3.3447 -3.9421 -0.025 -0.390 -0.626
H 2.7556 -4.7805 -2.2908 -0.356 -0.047 0.322
H 1.1313 -5.7706 -0.6289 0.065 0.484 -0.236
H 2.1651 -0.8835 -0.6265 0.073 -0.109 -0.043
H -2.4028 -3.5469 3.4137 -0.278 0.112 0.077
H -4.4997 -2.4478 4.3137 0.324 -0.186 0.141
H -4.9796 -0.0676 3.8242 0.057 -0.247 0.058
H -3.3729 1.2255 2.4593 -0.254 -0.460 -0.179
O -0.8579 -0.5817 -1.1098 0.276 -0.994 -0.174
C -0.9722 0.4263 -1.8327 -0.709 1.288 0.870
O -1.1676 1.5578 -1.2422 0.339 -0.323 -0.899
C -0.8913 0.3043 -3.2957 0.075 0.242 -1.054
C -0.6455 -0.9637 -3.8588 -0.176 0.430 0.728
C -0.5230 -1.0749 -5.2371 -0.149 1.464 0.261
C -0.6016 0.0784 -6.0257 -0.275 -0.787 1.190
C -0.9475 1.3206 -5.4702 1.216 0.597 -2.721
C -1.0353 1.4541 -4.1209 -0.307 -1.242 1.131
N -0.2483 -0.0321 -7.4524 -0.045 2.526 -0.812
O 0.0370 1.0427 -7.9990 -0.206 -0.950 0.619
O -0.2612 -1.0820 -8.0242 -0.051 -1.051 0.269
H -0.5317 -1.8466 -3.1911 -0.147 0.820 -0.632
H -0.3528 -2.0205 -5.6518 0.361 -1.087 -0.799
H -0.9455 2.1916 -6.1927 -0.230 -1.068 1.151
H -1.2424 2.4168 -3.6989 -0.035 0.215 0.352

***

No. 2
84
Properties=species:S:1:pos:R:3:forces:R:3 method="wB97M-V/def2-TZVPD" largest_force_ev_per_a=3.899 charge=+2 homo_ev=-13.70 homo_lumo_gap_ev=7.2
Lu 0.1520 -1.0643 -0.9450 -0.534 2.987 2.449
Cl 2.3023 -1.2939 0.1161 -0.604 -0.368 -0.372
P -1.1346 -1.7089 1.6090 -0.503 -0.890 0.591
P 1.3893 1.6108 -1.4963 1.375 0.296 -0.775
C -2.8957 -1.3893 1.9515 -0.970 0.355 -0.272
C -0.4688 -1.8830 3.2858 0.828 0.411 0.487
C -1.1307 -3.3921 0.8829 0.268 0.195 -0.369
C 1.7094 1.2208 -3.2628 -0.133 0.057 0.062
C 0.6787 3.2800 -1.5871 -0.620 0.657 -0.037
C 3.0553 1.8989 -0.7882 0.097 -0.293 0.405
C -3.9492 -2.2168 1.5119 0.204 0.275 0.198
C -5.2823 -1.8235 1.6839 0.018 0.015 0.020
C -5.5982 -0.6070 2.2927 0.505 -0.074 -0.185
C -4.5597 0.1974 2.7736 0.003 -0.042 0.066
C -3.2305 -0.1955 2.6224 0.056 -0.142 -0.226
H -3.7269 -3.1921 1.0826 -0.108 0.236 -0.064
H -6.0879 -2.4732 1.3362 0.293 0.143 0.119
H -6.6332 -0.2851 2.3865 0.221 -0.119 0.042
H -4.7882 1.1383 3.2788 0.069 -0.305 -0.108
H -2.4349 0.4145 3.0535 -0.186 -0.032 -0.137
C -1.4813 -3.4933 -0.4877 0.207 -0.466 0.497
C -1.3615 -4.7285 -1.1333 0.006 -0.017 -0.245
C -0.8741 -5.8384 -0.4390 0.245 0.018 -0.011
C -0.5157 -5.7341 0.9106 -0.112 0.132 -0.371
C -0.6270 -4.5064 1.5598 -0.349 -0.035 0.015
H -2.0173 -2.6777 -1.0029 0.067 -0.059 0.145
H -1.6592 -4.8197 -2.1831 0.098 -0.057 0.409
H -0.7350 -6.7898 -0.9563 -0.195 0.309 0.144
H -0.1513 -6.6099 1.4505 -0.100 0.286 -0.182
H -0.3914 -4.4287 2.6203 0.098 0.053 -0.268
C -1.2183 -2.3036 4.4006 0.327 -0.018 0.033
C -0.6071 -2.3902 5.6602 0.020 0.049 -0.278
C 0.7388 -2.0509 5.8276 -0.149 0.127 -0.409
C 1.4744 -1.6070 4.7240 0.156 0.015 0.218
C 0.8791 -1.5113 3.4718 -0.344 -0.255 -0.096
H -2.2688 -2.5645 4.2962 0.155 0.045 0.002
H -1.1837 -2.7189 6.5233 0.058 0.059 -0.257
H 1.2050 -2.1093 6.8124 -0.155 -0.015 -0.317
H 2.5234 -1.3249 4.8438 -0.360 -0.103 -0.029
H 1.4545 -1.1761 2.6084 -0.065 -0.037 0.329
C 1.2458 4.3871 -0.9258 -0.089 -0.351 -0.251
C 0.5943 5.6225 -0.9340 0.066 0.065 0.012
C -0.6231 5.7830 -1.5935 0.153 -0.337 0.084
C -1.1649 4.7036 -2.2948 0.013 -0.173 -0.170
C -0.5123 3.4716 -2.3206 0.249 0.209 0.500
H 2.2291 4.2916 -0.4640 -0.370 0.024 0.071
H 1.0574 6.4713 -0.4260 -0.156 -0.273 -0.169
H -1.1361 6.7407 -1.5813 0.102 -0.158 -0.010
H -2.0973 4.8216 -2.8461 0.230 0.032 0.081
H -0.9000 2.6643 -2.9379 -0.109 0.045 0.152
C 1.7385 -0.1478 -3.5802 -0.172 0.225 -0.024
C 1.7538 -0.5536 -4.9078 0.098 -0.111 -0.195
C 1.8101 0.4057 -5.9239 -0.114 -0.004 0.053
C 1.8707 1.7694 -5.6207 -0.046 -0.366 0.413
C 1.8034 2.1795 -4.2831 0.073 -0.348 -0.072
H 1.8652 -0.9127 -2.7869 0.008 0.458 -0.376
H 1.7355 -1.6197 -5.1394 0.095 0.320 -0.099
H 1.8007 0.0847 -6.9621 0.072 0.045 0.174
H 1.9513 2.5056 -6.4189 -0.021 -0.177 0.203
H 1.8424 3.2422 -4.0425 -0.141 -0.280 0.007
C 4.2236 1.9750 -1.5594 -0.339 0.159 0.222
C 5.4654 2.0805 -0.9289 -0.187 -0.002 0.028
C 5.5439 2.0902 0.4619 -0.153 -0.148 0.002
C 4.3831 2.0082 1.2371 -0.095 0.205 -0.058
C 3.1427 1.9326 0.6171 0.091 -0.096 -0.464
H 4.1533 1.9924 -2.6461 0.102 -0.135 0.222
H 6.3686 2.1468 -1.5326 -0.188 0.000 0.163
H 6.5123 2.1447 0.9501 -0.128 0.022 -0.081
H 4.4311 2.0184 2.3251 0.107 0.018 -0.259
H 2.2266 1.8880 1.2115 0.266 -0.063 -0.047
H 0.8097 -2.7372 -2.2264 0.835 0.130 1.530
H 1.1915 -2.5623 -1.5157 0.311 -1.986 -2.291
N -5.4908 4.2242 -0.0301 2.342 -2.179 -0.176
C -4.6239 3.4330 -0.0887 -1.750 1.599 0.185
C -3.5225 2.4838 -0.1429 0.739 0.154 0.090
C -2.3856 2.6491 0.6612 -0.301 0.146 0.104
C -1.3357 1.7506 0.5949 0.027 -0.817 -1.031
N -1.3243 0.7381 -0.3257 -1.274 -0.069 -0.339
C -2.4160 0.5748 -1.1387 0.887 0.743 1.443
C -3.5070 1.4235 -1.0375 -0.814 -0.359 -0.966
H -2.3348 3.4930 1.3319 0.049 -0.023 0.184
H -0.4720 1.8333 1.2738 -0.406 -0.071 -0.537
H -2.4119 -0.2796 -1.8468 -0.074 0.604 0.305
H -4.3532 1.2845 -1.7074 0.126 -0.068 0.165

***

Energy (computed, a.u.): -2951.22779, -4109.52869